17
Properties=species:S:1:pos:R:3 method="wB97M-V/def2-TZVPD" e_lumo_ev=-4.28 spin_multiplicity=1 homo_ev=-14.58 total_charge=+1
C -0.5165 -1.1132 0.9007
C 0.0816 -1.1627 2.0371
C -1.0486 -1.5456 -0.3999
C -1.0431 -0.1349 0.0059
C -0.0997 0.7960 -0.4868
C 1.2750 0.4667 -0.8616
N -0.3223 2.0963 -0.3952
H 0.1649 -0.2821 2.6268
H 0.3268 -2.1494 2.3942
H -0.4063 -1.7168 -1.2451
H -1.9973 -2.0370 -0.3646
H -1.9288 0.3023 0.3242
H 1.7392 1.3043 -1.4020
H 1.3931 -0.5740 -1.2097
H 1.6686 0.1967 0.1515
H -1.2107 2.3843 0.1081
H 0.3663 2.8452 -0.6213